{
  "formula": "C26H16F5N5OSW",
  "method": "wB97M-V/def2-TZVPD",
  "orbital_gap_ev": [5.8, 6.8],
  "multiplicity": 3,
  "e_tot_ha": -2314.01221,
  "lumo_ev": [-0.193, -1.078],
  "e_above_lowest_kcal_mol": 11.6,
  "elements": ["W", "F", "C", "C", "F", "C", "F", "C", "S", "C", "F", "C", "F", "N", "C", "C", "C", "C", "C", "C", "C", "C", "C", "C", "C", "C", "N", "C", "C", "C", "C", "N", "H", "H", "H", "H", "H", "H", "H", "H", "H", "H", "C", "N", "C", "C", "N", "C", "H", "H", "H", "H", "H", "H", "O"],
  "coordinates": [[1.526531, 0.063550, 1.185384], [5.948472, -4.889753, 0.701325], [4.874747, -4.216008, 1.106769], [4.609944, -2.959298, 0.603097], [5.419351, -2.404733, -0.294783], [3.486737, -2.300007, 1.053438], [3.267331, -1.029150, 0.502306], [2.590279, -2.802840, 1.977649], [1.210327, -1.963934, 2.511405], [2.894165, -4.070190, 2.458247], [2.093837, -4.641724, 3.351075], [4.011523, -4.765955, 2.035757], [4.266393, -5.976502, 2.519830], [-8.291861, 0.011898, -2.078382], [-7.201779, 0.021463, -1.717632], [-5.834874, 0.032935, -1.267479], [-5.075268, 1.192650, -1.385463], [-3.760981, 1.196869, -0.955418], [-3.186983, 0.056244, -0.402037], [-3.958381, -1.096965, -0.286949], [-5.272696, -1.114922, -0.715646], [-1.772725, 0.062295, 0.049127], [-1.490788, 0.726604, 1.282174], [-2.401929, 1.335575, 2.129272], [-1.676151, 1.894666, 3.223487], [-0.364893, 1.607138, 3.014605], [-0.212427, 0.896825, 1.833336], [-0.845486, -0.598808, -0.766797], [-1.093826, -1.182263, -2.015623], [0.120203, -1.745536, -2.469934], [1.065765, -1.496322, -1.508761], [0.508619, -0.794493, -0.441249], [-5.513392, 2.083618, -1.812873], [-3.168639, 2.097632, -1.046281], [-3.519228, -1.987607, 0.141786], [-5.863869, -2.015119, -0.624059], [-3.468921, 1.367266, 1.974777], [-2.067753, 2.436167, 4.068360], [0.471538, 1.864705, 3.639680], [-2.040551, -1.197995, -2.528773], [0.281229, -2.275750, -3.394368], [2.106726, -1.778885, -1.512788], [1.847083, 4.004130, -2.892187], [2.005249, 3.325136, -1.609573], [2.626833, 3.823602, -0.479471], [2.531269, 2.859514, 0.466301], [1.862970, 1.777524, -0.077765], [1.565359, 2.097845, -1.324565], [2.303882, 4.985387, -2.822655], [0.791255, 4.115864, -3.125785], [2.337652, 3.434799, -3.677728], [3.068443, 4.802750, -0.457266], [2.883155, 2.848108, 1.479516], [1.034307, 1.464454, -2.018620], [2.472228, 0.817545, 2.402206]],
  "forces_ev_per_a": [[-1.26, 0.35, 2.54], [0.04, -0.02, -0.01], [0.14, 0.00, -0.10], [-0.04, 0.08, -0.01], [0.02, 0.06, -0.05], [0.31, -0.19, -0.12], [0.38, -0.59, -0.22], [0.70, -0.19, -0.43], [-1.11, 0.51, 0.26], [0.31, -0.27, -0.07], [-0.08, -0.05, 0.09], [-0.13, -0.08, 0.14], [0.00, -0.06, 0.03], [-0.11, 0.00, -0.04], [0.14, -0.01, 0.05], [-0.07, -0.01, -0.02], [0.00, 0.06, -0.02], [-0.03, 0.04, 0.03], [0.05, 0.03, 0.02], [-0.01, -0.03, -0.03], [-0.01, -0.04, 0.00], [-0.07, 0.28, 0.54], [0.36, -0.02, -0.24], [-0.08, 0.35, 0.56], [-0.53, -0.17, -0.37], [0.09, -0.07, -0.07], [-0.05, -0.37, -0.40], [0.44, -0.30, -0.21], [0.30, -0.14, -0.15], [-0.25, 0.13, 0.05], [-0.18, 0.22, 0.30], [0.06, -0.02, -0.96], [-0.04, 0.00, -0.02], [0.03, 0.02, 0.02], [0.04, -0.01, 0.01], [-0.04, 0.00, 0.00], [0.03, 0.00, 0.01], [-0.07, 0.00, -0.03], [0.22, -0.13, -0.13], [-0.04, 0.01, 0.03], [0.01, -0.02, 0.00], [0.01, 0.02, 0.04], [0.00, -0.12, 0.14], [0.12, 0.29, -0.04], [-0.14, -0.04, -0.24], [-0.02, 0.19, -0.34], [0.46, 0.50, -0.06], [-0.15, -0.32, 0.10], [0.02, 0.04, 0.00], [-0.02, 0.02, -0.01], [0.02, 0.01, -0.02], [0.00, 0.03, -0.02], [0.01, -0.01, 0.04], [-0.01, -0.05, 0.02], [0.25, 0.08, -0.59]],
  "nbo_charge": [1.809, -0.280, 0.246, 0.292, -0.281, 0.273, -0.299, -0.274, -0.034, 0.312, -0.282, 0.330, -0.286, -0.312, 0.282, -0.189, -0.180, -0.149, -0.026, -0.204, -0.148, -0.004, 0.057, -0.240, -0.303, -0.028, -0.595, 0.078, -0.279, -0.298, -0.071, -0.705, 0.225, 0.213, 0.230, 0.227, 0.223, 0.224, 0.221, 0.225, 0.223, 0.199, -0.403, -0.313, -0.073, -0.059, -0.555, 0.235, 0.224, 0.222, 0.221, 0.231, 0.258, 0.241, -0.652]
}

=====

{
  "formula": "C26H16N8O3RuSSe",
  "method": "wB97M-V/def2-TZVPD",
  "total_charge": 1,
  "orbital_gap_ev": [6.1, 5.2],
  "multiplicity": 2,
  "e_tot_ha": -4558.48817,
  "lumo_ev": [-4.538, -5.419],
  "elements": ["Ru", "C", "C", "N", "C", "C", "N", "C", "C", "C", "C", "C", "N", "C", "C", "N", "C", "C", "N", "C", "C", "C", "N", "C", "C", "H", "H", "H", "H", "H", "H", "H", "H", "H", "H", "H", "H", "Se", "C", "N", "O", "S", "O", "N", "C", "O", "C", "C", "C", "C", "C", "C", "H", "H", "H", "H"],
  "coordinates": [[-0.448202, -0.139539, 0.263087], [-0.601819, 0.202155, -4.083902], [-1.026679, 0.052737, -2.765190], [-0.137879, 0.053103, -1.782732], [1.177297, 0.187874, -2.084942], [1.556288, 0.357849, -3.406112], [0.672057, 0.365757, -4.397963], [2.115145, 0.123599, -0.938987], [3.482171, 0.280468, -0.984459], [4.236321, 0.222249, 0.195494], [3.560355, 0.005473, 1.399527], [2.187747, -0.140853, 1.403745], [1.513928, -0.094070, 0.246052], [1.319934, -0.327752, 2.573468], [1.773844, -0.384143, 3.881702], [0.948154, -0.535557, 4.908404], [-0.341447, -0.640193, 4.638383], [-0.832538, -0.579348, 3.336927], [-0.003746, -0.414429, 2.316479], [5.711196, 0.392788, 0.166833], [6.408970, 0.520202, -1.033490], [7.785797, 0.680264, -1.005707], [8.498882, 0.722082, 0.112069], [7.839527, 0.599980, 1.256724], [6.465499, 0.433778, 1.338638], [-1.324102, 0.193043, -4.889985], [-2.066129, -0.049868, -2.486661], [2.594550, 0.490458, -3.681145], [3.959874, 0.464396, -1.932330], [4.097668, -0.035892, 2.331956], [2.825935, -0.292846, 4.117238], [-1.022668, -0.779199, 5.467888], [-1.886383, -0.664209, 3.109918], [5.924255, 0.494372, -1.997594], [8.337760, 0.778056, -1.933068], [8.434168, 0.636297, 2.161849], [6.025572, 0.349628, 2.320646], [-2.918691, -4.296618, 0.303187], [-2.199712, -2.721407, 0.319195], [-1.724711, -1.635547, 0.331563], [0.595913, 2.729740, 2.574561], [0.548051, 3.000078, 1.166090], [1.792368, 3.136553, 0.464549], [-0.366651, 1.858265, 0.398696], [-1.587471, 2.290966, -0.014421], [-2.389350, 1.445468, -0.423633], [-1.730836, 3.753900, 0.153773], [-2.787068, 4.572548, -0.200711], [-2.681209, 5.928237, 0.085396], [-1.554795, 6.444904, 0.715790], [-0.491972, 5.624037, 1.082172], [-0.611433, 4.284051, 0.786083], [-3.661991, 4.161471, -0.684828], [-3.488335, 6.595757, -0.182882], [-1.506272, 7.503611, 0.930889], [0.381793, 6.022429, 1.578552]],
  "forces_ev_per_a": [[0.01, 0.01, 0.16], [-0.05, 0.00, 0.01], [0.04, 0.05, 0.01], [0.08, -0.07, -0.05], [-0.09, -0.02, -0.06], [-0.01, -0.02, 0.13], [-0.04, -0.01, -0.05], [-0.01, 0.01, 0.16], [-0.05, 0.02, 0.03], [-0.04, -0.03, 0.02], [-0.01, 0.03, -0.08], [0.11, 0.05, -0.22], [-0.27, -0.19, -0.11], [-0.08, -0.01, 0.29], [-0.04, 0.02, -0.09], [0.01, -0.02, 0.08], [-0.10, -0.05, -0.06], [-0.02, 0.01, -0.04], [-0.08, 0.25, -0.21], [0.12, 0.02, -0.01], [-0.01, -0.01, 0.07], [-0.03, -0.01, -0.06], [0.08, 0.01, 0.00], [-0.04, -0.01, 0.06], [-0.01, 0.02, -0.07], [0.02, 0.01, -0.02], [0.01, -0.01, 0.00], [0.01, -0.01, 0.01], [0.00, 0.02, -0.01], [0.00, -0.01, 0.02], [0.02, -0.02, -0.03], [0.02, 0.02, 0.02], [0.01, 0.01, 0.00], [-0.03, -0.01, 0.00], [0.00, 0.00, 0.00], [0.00, 0.00, 0.00], [-0.03, 0.01, 0.00], [0.03, 0.07, 0.00], [-0.12, -0.14, 0.08], [0.52, -0.06, -0.15], [0.02, -0.01, 0.00], [-0.14, -0.10, -0.15], [0.00, 0.06, 0.01], [0.06, 0.03, 0.17], [-0.06, -0.43, -0.05], [0.08, 0.45, 0.14], [0.04, 0.06, 0.05], [0.04, -0.04, 0.00], [-0.03, 0.02, -0.01], [0.02, 0.02, 0.02], [-0.07, 0.00, -0.03], [0.09, 0.06, 0.04], [-0.01, -0.01, 0.00], [-0.01, 0.00, 0.00], [0.01, 0.00, 0.00], [0.01, -0.01, 0.01]],
  "nbo_charge": [1.079, 0.033, 0.059, -0.374, 0.128, 0.050, -0.324, 0.210, -0.208, 0.172, -0.232, 0.296, -0.384, 0.099, 0.064, -0.326, 0.040, 0.051, -0.362, -0.095, -0.216, 0.051, -0.369, 0.051, -0.214, 0.229, 0.256, 0.215, 0.236, 0.237, 0.213, 0.228, 0.241, 0.211, 0.209, 0.209, 0.212, 0.019, 0.175, -0.698, -0.923, 2.302, -0.925, -0.856, 0.666, -0.603, -0.178, -0.141, -0.182, -0.165, -0.201, -0.225, 0.244, 0.235, 0.236, 0.246]
}

=====

The lowest multiplicity belongs to which entry? C26H16N8O3RuSSe

=====

What is the formula in the second record? C26H16N8O3RuSSe

=====

Which value of multiplicity does entry 1 give? 3

=====

Among the records above, which one has the highest multiplicity? C26H16F5N5OSW